(1)
The molecule C5H6O, computed with ωB97M-V/def2-TZVPD.

```
12
Properties=species:S:1:pos:R:3:forces:R:3
C -1.813712 0.074394 -0.528042 -0.03 -0.01 -0.10
C -0.776068 -0.330364 0.506379 -0.59 0.11 0.10
C 0.980277 -0.827069 0.371754 0.35 -0.16 -0.16
O 0.255391 -1.153821 -0.654201 0.16 0.30 0.51
C 2.072040 0.103667 0.135143 0.39 0.22 -0.08
C 3.086150 0.765501 0.135873 -0.41 -0.23 -0.04
H -2.650011 0.543113 0.003957 0.13 -0.05 -0.05
H -2.177457 -0.802898 -1.063959 -0.01 0.14 0.03
H -1.409752 0.791071 -1.245596 -0.06 -0.07 0.09
H -1.113470 -1.086571 1.205079 0.08 0.03 -0.15
H -0.431087 0.571634 1.034657 0.12 -0.19 -0.17
H 3.977694 1.351348 0.098952 -0.14 -0.07 0.02
```
Forces are in eV/Å.

Values from the calculation:
energy relative to the best compared isomer or geometry (same formula, charge and spin): 623.0 kJ/mol
E_LUMO: 0.0054 hartree
orbital gap: 8.034 eV
DFT total energy: -269.10894 Eh

---

(2)
The molecule C3H2N2O3 in a non-equilibrium geometry, computed with ωB97M-V/def2-TZVPD.

```
10
Properties=species:S:1:pos:R:3:forces:R:3
O -2.243960 0.379432 1.007030 -1.32 -3.13 -4.01
C -2.298104 -0.269900 -0.072487 2.11 3.87 5.21
O -1.171400 -0.297820 -0.825560 2.16 -1.39 0.26
C 0.091571 -0.122052 -0.239902 0.62 2.44 0.59
N 0.776694 0.971908 -0.222619 1.18 0.26 -2.20
C 2.109346 0.535219 0.000039 -1.30 1.66 2.68
N 2.106081 -0.741619 0.432181 1.73 3.39 -0.92
O 0.838706 -1.073450 0.293714 -3.23 -4.27 -0.81
H -3.097155 -0.795383 -0.560209 -0.60 -0.07 -0.07
H 2.888220 1.413661 0.187817 -1.36 -2.78 -0.73
```
Forces are in eV/Å.

Values from the calculation:
energy relative to the best compared isomer or geometry (same formula, charge and spin): 403.8 kJ/mol
E_LUMO: 0.0161 hartree
orbital gap: 11.381 eV
DFT total energy: -450.64948 Eh

---

(3)
A structure of composition C23H25BF6IrN5O8S4 in a non-equilibrium geometry, computed with ωB97M-V/def2-TZVPD.

```
73
Properties=species:S:1:pos:R:3:forces:R:3
Ir -0.141088 0.461795 -0.261862 -0.13 0.87 -0.36
F 4.635199 -0.262363 -0.937376 0.00 -0.01 -0.07
C 3.996649 -0.927755 -1.890170 -0.09 0.12 0.22
F 3.924511 -0.196539 -2.984266 -0.03 0.07 -0.08
F 4.609714 -2.068038 -2.136954 0.01 0.00 -0.01
S 2.304084 -1.321112 -1.250185 0.23 -0.67 -0.27
O 1.723483 0.051141 -1.034083 -0.01 -0.46 -0.41
O 2.449241 -2.099860 -0.068168 0.18 -0.04 0.01
N 1.714263 -2.091172 -2.493985 0.08 0.33 0.18
S 0.139625 -2.051814 -2.616420 0.58 -0.19 -0.46
O -0.370246 -1.654229 -1.304034 -1.03 0.22 0.15
O -0.447110 -3.190402 -3.235677 0.15 -0.02 0.33
C -0.044533 -0.761959 -3.967712 0.01 -0.25 0.02
F -1.276489 -0.791359 -4.450153 -0.04 0.20 0.11
F 0.804347 -1.130948 -4.917162 -0.08 -0.10 -0.11
F 0.286071 0.464660 -3.588301 -0.04 0.10 0.17
B 1.562907 2.282865 2.277856 -0.13 0.01 0.04
N 1.258100 0.746580 2.374474 0.19 -0.06 -0.04
C 1.540156 0.010950 3.453025 0.04 0.22 -0.16
C 1.201872 -1.309174 3.219042 -0.10 -0.03 -0.19
C 0.700136 -1.315286 1.930056 0.14 0.13 0.11
N 0.751197 -0.067640 1.427947 -0.27 0.17 0.66
N 1.450734 2.749914 0.788531 0.15 -0.05 0.03
C 1.985022 3.881916 0.319354 -0.06 -0.19 0.17
C 1.518726 4.122205 -0.962601 -0.15 -0.15 -0.07
C 0.675524 3.057471 -1.230346 0.15 0.14 0.05
N 0.644085 2.249636 -0.157683 0.04 0.21 -0.33
H 2.696087 2.473560 2.616030 0.05 -0.02 0.02
H 0.781570 2.886994 2.962820 -0.14 -0.01 -0.08
H 1.986283 0.481629 4.311312 0.03 0.02 0.04
H 1.327937 -2.146389 3.879018 0.00 -0.05 0.02
H 0.354698 -2.128724 1.325646 -0.05 -0.09 -0.05
H 2.649181 4.450273 0.945770 0.04 0.02 0.03
H 1.764007 4.944673 -1.607928 0.00 0.02 -0.03
H 0.107163 2.821782 -2.112855 0.03 -0.06 -0.08
C -3.105558 6.669484 -4.269506 -0.01 0.02 -0.02
C -2.935750 5.388315 -3.508184 0.01 -0.01 -0.02
C -3.156377 4.156300 -4.119888 0.00 -0.04 -0.02
C -3.025411 2.972385 -3.415396 0.08 0.04 -0.04
C -2.652323 3.031704 -2.080768 -0.10 0.04 0.22
C -2.419375 4.241055 -1.442603 0.00 0.11 -0.06
C -2.560435 5.413194 -2.167339 0.03 -0.08 0.09
S -2.608481 1.544314 -1.166621 -0.63 -0.13 0.10
O -1.832783 1.783187 0.095735 -0.19 -0.68 0.92
O -3.956154 1.079035 -0.959848 0.51 0.23 -0.18
O -1.718087 0.581355 -1.868558 0.57 0.02 -0.47
H -3.293699 6.484823 -5.324603 -0.01 -0.01 -0.02
H -2.217299 7.294484 -4.184297 0.02 0.02 0.01
H -3.944831 7.240014 -3.870363 -0.02 0.01 0.00
H -3.439345 4.124938 -5.163598 -0.01 -0.01 -0.02
H -3.192980 2.020187 -3.898681 -0.05 -0.05 -0.02
H -2.124421 4.261407 -0.403386 -0.01 0.01 0.05
H -2.377994 6.363371 -1.682011 0.00 0.01 0.02
C -2.646927 -6.575443 -2.694693 -0.02 -0.07 -0.03
C -2.851719 -5.330477 -1.892866 0.00 0.08 0.04
C -3.699808 -4.320385 -2.340359 0.02 -0.04 -0.02
C -3.810637 -3.127043 -1.650674 0.05 -0.05 0.08
C -3.083758 -2.975037 -0.476067 -0.01 -0.15 0.03
C -2.235287 -3.969841 0.007917 -0.11 -0.02 -0.05
C -2.140624 -5.146259 -0.702171 0.00 0.04 -0.02
S -3.137319 -1.414924 0.292147 -0.50 0.14 -0.44
C -4.319700 -1.464846 1.635302 0.14 -0.18 -0.04
O -1.805065 -1.116507 0.885263 0.48 0.26 0.40
H -3.410544 -6.690414 -3.460409 -0.01 -0.01 -0.01
H -2.649646 -7.460115 -2.059241 0.00 -0.02 0.01
H -1.674845 -6.529045 -3.188904 0.01 -0.01 -0.02
H -4.255224 -4.458608 -3.257692 0.00 0.00 -0.04
H -4.429656 -2.322370 -2.025858 -0.02 0.02 -0.01
H -1.655702 -3.814567 0.906877 0.01 0.02 0.06
H -1.491167 -5.934376 -0.344499 0.03 -0.01 0.00
H -4.080055 -2.319116 2.265059 -0.03 0.02 0.06
H -5.305155 -1.561517 1.187885 -0.05 -0.02 -0.03
H -4.229294 -0.522792 2.168893 0.03 0.06 -0.02
```
Forces are in eV/Å.

Values from the calculation:
energy relative to the best compared isomer or geometry (same formula, charge and spin): 327.3 kJ/mol
E_LUMO (alpha / beta): -0.1364 / -0.2512 hartree
total charge: +1
expectation value of S²: 0.762
orbital gap (alpha / beta): 7.887 / 4.745 eV
DFT total energy: -4087.94505 Eh
2S+1: 2

---

(4)
The ion C3H11NP with charge +1 in a non-equilibrium geometry, computed with ωB97M-V/def2-TZVPD.

```
16
Properties=species:S:1:pos:R:3:forces:R:3
C 0.412974 0.085274 1.720569 1.83 -0.01 0.20
P 0.089207 0.150034 -0.095498 -0.28 -0.45 0.18
C 1.410168 -0.305711 -1.309395 -1.88 1.26 0.33
C -1.307742 -0.962693 -0.228953 1.12 -1.88 0.35
N -0.584765 1.599173 -0.384477 1.26 0.37 1.34
H 0.390932 -0.977458 2.103380 -0.22 1.22 -0.54
H -0.411248 0.692551 2.050782 -0.74 -0.24 0.51
H 1.311442 0.596223 2.201465 -0.80 -0.71 -1.23
H 0.983002 -0.239871 -2.345624 0.43 -0.35 1.03
H 1.638060 -1.262260 -0.948861 0.56 -1.87 -0.25
H 2.299386 0.289269 -1.212638 0.21 0.56 0.07
H -1.918938 -1.039239 0.698783 0.48 0.44 -0.71
H -0.852283 -1.972251 -0.401512 -0.70 0.54 0.01
H -1.887749 -0.681008 -1.087339 -0.44 -0.02 -0.37
H -0.323174 2.252053 0.348427 -0.68 0.68 -0.87
H -1.249270 1.775914 -1.109109 -0.18 0.46 -0.05
```
Forces are in eV/Å.

Values from the calculation:
energy relative to the best compared isomer or geometry (same formula, charge and spin): 89.2 kJ/mol
E_LUMO: -0.1102 hartree
total charge: +1
orbital gap: 12.113 eV
DFT total energy: -516.78078 Eh

---

(5)
The molecule C18H18N6O3 in a non-equilibrium geometry, computed with ωB97M-V/def2-TZVPD.

```
45
Properties=species:S:1:pos:R:3:forces:R:3
N -1.143088 -2.717318 5.117117 1.14 -1.00 0.59
C -1.088067 -1.356253 4.977482 -2.90 1.39 0.77
O -1.742690 -0.698755 5.823325 1.61 -0.77 -1.25
C -0.585164 -0.634770 3.735104 -0.57 -2.55 1.23
C 0.077549 -1.191688 2.686825 0.72 -0.47 0.99
C 0.661270 -0.413341 1.718589 -1.02 1.79 -0.13
C 1.453195 -0.989727 0.725089 1.74 -2.69 -0.79
O 1.756995 -2.189045 0.785667 -0.23 0.90 -0.74
N 1.952873 -0.153157 -0.252850 -0.19 -1.41 0.95
C 2.477944 -0.786244 -1.486783 0.75 0.49 -0.45
C 1.350547 -0.940502 -2.455176 -1.01 -2.02 -0.94
C 0.332190 -1.990883 -2.223175 0.43 2.37 -1.46
C -0.681215 -2.086777 -3.172043 1.12 -0.97 1.39
C -0.649631 -1.311430 -4.323756 0.01 0.09 0.98
N -1.747880 -1.484063 -5.080955 -1.82 -0.37 -2.08
C 0.365552 -0.388211 -4.618153 -0.39 0.21 -0.99
C 1.368248 -0.252534 -3.711961 2.49 0.89 2.17
C 1.698546 1.201023 -0.250943 2.96 1.97 -4.97
O 2.372484 1.891739 -1.105732 -2.81 -1.55 3.19
N 0.664105 1.693990 0.493936 -0.06 0.41 0.66
C 0.037157 2.986095 0.069422 0.86 -0.46 1.35
C -0.535763 3.181016 -1.290408 0.26 0.73 -0.64
C -1.468991 2.918741 -0.135572 1.13 1.79 -0.06
C 0.369168 0.979804 1.672157 -0.70 -1.49 -0.04
N -0.272932 1.469079 2.709199 2.29 2.43 -6.76
C -0.714071 0.705366 3.617012 -0.62 2.93 3.69
N -1.131775 1.590007 4.559522 -1.60 1.17 0.91
H -1.355688 -3.035757 6.102832 0.29 0.66 -1.86
H -0.554280 -3.352330 4.562696 -0.41 0.64 0.50
H 0.248505 -2.238043 2.773516 0.42 -0.70 -0.70
H 3.024595 -1.749082 -1.382282 -0.64 0.75 0.91
H 3.196591 -0.066166 -1.861350 0.06 -0.02 -0.22
H 0.211504 -2.683290 -1.395940 0.85 0.45 0.32
H -1.451194 -2.902155 -3.030253 0.79 1.18 -0.36
H -1.493675 -1.445363 -6.063921 -0.95 -0.26 0.07
H -2.400411 -2.232711 -4.756256 1.08 1.02 -0.96
H 0.452695 0.287302 -5.509312 -0.72 -1.11 0.65
H 2.266471 0.487665 -3.959814 -2.08 -1.67 0.83
H 0.623164 3.827441 0.480211 -1.01 -0.33 -0.03
H -0.454567 4.259382 -1.674490 -0.03 -2.03 0.39
H -0.461499 2.336506 -1.976755 0.19 0.59 -0.18
H -1.826997 1.920306 -0.198797 -0.70 -0.44 0.53
H -2.069092 3.769528 0.203040 -0.01 -0.79 0.09
H -1.182774 2.553460 4.101961 -0.20 -2.04 1.23
H -1.949904 1.231146 5.001973 -0.46 0.29 1.22
```
Forces are in eV/Å.

Values from the calculation:
energy relative to the best compared isomer or geometry (same formula, charge and spin): 3.0 kJ/mol
E_LUMO: 0.0067 hartree
orbital gap: 8.016 eV
DFT total energy: -1250.95078 Eh